(1)
{
  "formula": "C26H32BCoN3O2Se2",
  "method": "the ωB97M-V functional and the def2-TZVPD basis",
  "charge": 1,
  "s2": 6.012,
  "relative_energy_ev": 0.400,
  "spin_multiplicity": 5,
  "energy_ha": -7534.9764,
  "lumo_ev": [-3.84, -4.58],
  "species": ["Se", "Se", "Co", "O", "O", "N", "N", "N", "C", "C", "C", "C", "C", "C", "C", "C", "C", "C", "C", "C", "C", "C", "C", "C", "C", "C", "C", "C", "C", "C", "C", "C", "C", "C", "B", "H", "H", "H", "H", "H", "H", "H", "H", "H", "H", "H", "H", "H", "H", "H", "H", "H", "H", "H", "H", "H", "H", "H", "H", "H", "H", "H", "H", "H", "H", "H", "H"],
  "positions_angstrom": [[-0.57262, 3.76728, -1.84648], [-3.05038, 1.42231, -2.20008], [-0.66520, 0.84632, -1.18368], [-2.14653, -1.82297, -1.25421], [0.08772, -1.92505, -0.79895], [-0.68595, 1.08938, 0.73350], [6.87139, 0.82345, 5.53519], [1.23964, 1.12905, -1.47175], [4.18708, 2.07576, 3.66320], [-2.72151, -4.17295, -1.31614], [3.45957, 1.08279, -0.95466], [-2.47869, 4.21932, -1.60767], [3.33445, 1.08253, -2.32708], [-1.96939, -3.09566, -0.55549], [1.95769, 1.11003, -2.59717], [0.50026, 1.00054, 1.46299], [-1.21149, 0.80038, 2.91534], [-4.49023, 0.37799, -1.42701], [1.80122, 1.04338, 0.93436], [4.97307, 0.93180, 3.78940], [2.14726, 1.08615, -0.41529], [-3.34068, 3.06633, -1.14253], [-1.68960, 0.96022, 1.61294], [0.17007, 0.83239, 2.82555], [6.02679, 0.87713, 4.75842], [3.70702, -0.12828, 2.04310], [0.16101, -3.70012, 0.82114], [-0.40236, -3.27356, -0.52292], [4.72767, -0.17274, 2.97463], [3.15791, 2.10660, 2.74015], [2.91151, 1.00828, 1.92133], [-2.58904, -2.90984, 0.82618], [-0.59767, 3.61632, -3.79500], [0.13484, -4.16405, -1.63545], [-0.94798, -1.18362, -1.24817], [-2.81598, 4.62659, -2.55849], [-2.50068, -3.81806, 1.42050], [-0.28335, -4.64226, 1.14290], [-4.35499, 0.26620, -0.35475], [4.12315, 1.08040, -3.06122], [-2.55263, -5.14480, -0.85107], [5.33979, -1.05844, 3.07618], [-5.42895, 0.87836, -1.64867], [3.51625, -0.98335, 1.40614], [0.42684, 3.45732, -4.12141], [-0.96599, 4.55108, -4.20901], [-2.41831, -4.22131, -2.35952], [-1.80843, 0.68158, 3.80457], [-2.50335, 5.00925, -0.85940], [1.47979, 1.13052, -3.56689], [4.37230, 1.06071, -0.38226], [-4.39573, 3.31731, -1.25139], [1.23778, -3.84248, 0.73307], [-3.13480, 2.81475, -0.10406], [1.22177, -4.09281, -1.65119], [4.38954, 2.93421, 4.28869], [-0.14509, -5.20467, -1.47610], [-1.22743, 2.79093, -4.11412], [-0.23844, -3.83602, -2.60555], [2.54714, 2.99598, 2.64793], [0.87640, 0.72061, 3.63202], [-0.02112, -2.94117, 1.58118], [-3.78980, -3.96071, -1.27994], [-4.46048, -0.59800, -1.90180], [-2.11127, -2.08699, 1.36083], [-2.72269, 0.98642, 1.29468], [-3.64808, -2.67799, 0.71041]],
  "lowdin_spin": [0.06, 0.10, 2.99, 0.06, 0.06, 0.09, 0.00, 0.09, 0.00, 0.00, 0.03, 0.00, 0.01, 0.02, 0.03, 0.01, 0.02, 0.00, 0.00, 0.00, 0.01, 0.01, 0.03, 0.03, 0.00, 0.00, 0.00, 0.02, 0.00, 0.00, 0.00, 0.00, 0.00, 0.00, 0.32, 0.00, 0.00, 0.00, 0.00, 0.00, 0.00, 0.00, 0.00, 0.00, 0.00, 0.00, 0.00, 0.00, 0.00, 0.00, 0.00, 0.00, 0.00, 0.00, 0.00, 0.00, 0.00, 0.00, 0.00, 0.00, 0.00, 0.00, 0.00, 0.00, 0.00, 0.00, 0.00]
}



(2)
{
  "formula": "C26H32BNO10S2",
  "method": "the ωB97M-V functional and the def2-TZVPD basis",
  "smiles": "C#CCc1cc2c(c(N(C(C)=O)C(C)=O)c1)C(=O)C=C(CB(O)O)C2=O.O=S1(=O)CCCC1.O=S1(=O)CCCC1",
  "energy_ha": -2638.3428,
  "lumo_ev": -1.20,
  "species": ["S", "S", "O", "O", "O", "O", "O", "O", "O", "O", "O", "O", "N", "C", "C", "C", "C", "C", "C", "C", "C", "C", "C", "C", "C", "C", "C", "C", "C", "C", "C", "C", "C", "C", "C", "C", "C", "C", "C", "B", "H", "H", "H", "H", "H", "H", "H", "H", "H", "H", "H", "H", "H", "H", "H", "H", "H", "H", "H", "H", "H", "H", "H", "H", "H", "H", "H", "H", "H", "H", "H", "H"],
  "positions_angstrom": [[-2.15366, -1.83970, 3.21680], [-0.55151, -8.78956, 2.34755], [-2.16986, -3.27789, 3.10760], [-0.91458, -1.11007, 3.12522], [-2.21071, -0.02522, -2.05330], [2.69079, 5.96454, -2.96659], [1.16822, 9.01157, -0.86911], [3.37190, 8.41028, -1.63832], [-1.68438, -9.59138, 1.96064], [0.66226, -1.27368, -1.82586], [0.65142, -9.41037, 2.84258], [-1.13051, 3.46072, -1.00837], [-0.18682, 0.88754, -1.71517], [-4.64542, -1.11578, 2.85512], [0.61344, 4.89981, -0.38925], [2.97182, 3.17120, -3.37092], [-0.33880, -6.26965, 3.04224], [-0.11470, -7.66388, 1.01271], [-4.26948, -0.58502, 4.24582], [3.90721, 1.16965, -4.56156], [2.20967, 6.76939, -0.09210], [-1.06564, -7.52667, 3.50734], [-3.03014, -1.35967, 4.71255], [2.17764, 5.19350, -2.19060], [0.04033, 3.74445, -1.11661], [0.18537, -0.41443, -1.14869], [6.32382, 1.40374, -3.46022], [1.83567, 1.07063, -3.12226], [-1.39858, 0.79344, -2.41484], [2.87410, 1.81563, -3.66035], [-3.34475, -1.16719, 2.06042], [-0.46169, -6.25537, 1.51370], [0.99438, 3.00230, -1.98748], [5.24110, 1.28179, -3.96133], [0.88882, 1.64717, -2.28489], [-0.11011, -0.55614, 0.30884], [-1.67229, 1.72976, -3.54877], [1.63724, 5.61130, -0.86367], [2.04289, 3.74539, -2.53003], [2.24002, 8.12833, -0.92548], [1.76489, 0.02277, -3.36838], [-3.38680, -1.80504, 1.18054], [7.14616, 1.54268, -2.80206], [3.22790, 6.53912, 0.22401], [-2.42076, 1.26752, -4.18254], [0.14263, 5.12630, 0.55746], [-5.06790, -2.11897, 2.94133], [-5.38234, -0.48258, 2.36452], [-3.29474, -2.27378, 5.24020], [3.92792, 1.71532, -5.50551], [-3.00549, -0.16980, 1.78336], [0.19085, -5.50897, 1.06385], [-0.48650, -1.55594, 0.49409], [0.71364, -6.32132, 3.33050], [-2.36161, -0.75934, 5.32370], [0.75136, -0.33014, 0.93029], [-4.03608, 0.47908, 4.17883], [-5.08736, -0.69684, 4.95550], [-0.80548, -7.84403, 4.51422], [0.56540, 8.88432, -1.60827], [-0.76813, -5.37309, 3.48518], [-2.09686, 2.64204, -3.13386], [-0.79659, 1.99284, -4.13361], [0.95121, -7.78114, 0.82841], [-0.67657, -7.94878, 0.12720], [-2.14606, -7.42060, 3.41426], [3.17625, 8.69519, -2.53583], [1.57524, 6.88342, 0.78392], [3.67448, 0.12269, -4.73605], [-1.48652, -6.00379, 1.23536], [-0.90426, 0.14686, 0.54480], [3.77506, 3.77512, -3.76671]],
  "mulliken_charge": [1.16, 1.14, -0.62, -0.67, -0.62, -0.59, -0.56, -0.50, -0.67, -0.57, -0.66, -0.58, 0.84, -0.72, -1.15, -0.76, -0.46, -0.66, -0.63, -1.06, -0.87, -0.73, -0.70, 0.45, 0.29, 0.70, 0.07, -0.60, 0.88, 0.69, -0.62, -0.55, 0.71, -0.49, -1.49, -1.14, -1.32, 0.76, 0.76, 0.54, 0.53, 0.49, 0.44, 0.25, 0.45, 0.41, 0.32, 0.37, 0.36, 0.36, 0.29, 0.36, 0.37, 0.30, 0.35, 0.29, 0.30, 0.33, 0.42, 0.31, 0.19, 0.23, 0.28, 0.36, 0.36, 0.34, 0.29, 0.27, 0.35, 0.25, 0.21, 0.58]
}



(3)
{
  "formula": "C26H32Br48N3",
  "method": "the ωB97M-V functional and the def2-TZVPD basis",
  "charge": 1,
  "energy_ha": -124726.3961,
  "lumo_ev": -3.51,
  "species": ["Br", "Br", "Br", "Br", "Br", "Br", "Br", "Br", "Br", "Br", "Br", "Br", "Br", "Br", "Br", "Br", "Br", "Br", "Br", "Br", "Br", "Br", "Br", "Br", "Br", "Br", "Br", "Br", "Br", "Br", "Br", "Br", "Br", "Br", "Br", "Br", "Br", "Br", "Br", "Br", "Br", "Br", "Br", "Br", "Br", "Br", "Br", "Br", "N", "N", "N", "C", "C", "C", "C", "C", "C", "C", "C", "C", "C", "C", "C", "C", "C", "C", "C", "C", "C", "C", "C", "C", "C", "C", "C", "C", "C", "H", "H", "H", "H", "H", "H", "H", "H", "H", "H", "H", "H", "H", "H", "H", "H", "H", "H", "H", "H", "H", "H", "H", "H", "H", "H", "H", "H", "H", "H", "H", "H"],
  "positions_angstrom": [[-10.46807, 0.78093, 3.93315], [-10.12002, -2.37898, 3.66879], [7.70787, -0.15174, 2.12437], [-3.31775, -1.95953, 9.72938], [0.13881, -2.81934, -9.00342], [-2.71322, 3.13107, -5.69192], [4.91201, -5.37888, -2.69146], [9.04103, 0.47981, -0.70426], [4.32179, 5.19140, 4.18296], [-12.86745, -0.99613, 2.81151], [6.86773, 2.47445, 0.51365], [12.43239, -1.08760, 0.78974], [4.97048, 0.98951, -3.25949], [-0.56370, 1.06552, -6.85964], [-6.02411, -2.75408, 4.49309], [-2.30618, -10.76525, -3.25377], [-5.60700, 0.16070, 3.25593], [-4.43207, -4.14064, 7.68503], [7.63374, 2.75077, -3.18766], [-0.09965, 6.88672, 6.25494], [-6.41607, -2.72614, 9.74307], [1.14826, -5.34840, -4.16782], [2.28638, -4.27848, -0.25632], [0.56089, -2.36415, -5.05962], [2.11838, 8.81037, 7.50338], [-9.31735, 8.44488, 2.87139], [3.71009, 4.26357, 1.19328], [-2.06446, -9.60499, -0.28945], [1.75292, 3.40238, 3.56608], [7.76509, -0.30975, -4.08554], [-4.28674, 3.32960, 2.27388], [-1.62111, -1.73279, -11.42997], [-6.42442, 3.56810, -0.09990], [-6.23938, 9.28471, 2.88662], [-6.68296, -0.16398, 6.24300], [1.80417, 5.82445, 8.58494], [-1.99024, 0.48753, -4.05134], [-0.20331, -6.26512, -0.03565], [-7.25602, 6.97899, 0.92869], [-0.66511, -3.17241, -0.75021], [3.38649, -3.68007, -5.68344], [-0.46523, -8.22278, -2.67549], [-7.41912, 3.17725, 2.91266], [0.54975, 0.16515, -10.06665], [12.10560, -1.89826, -2.28706], [13.85265, 0.64873, -1.48148], [7.21171, -4.55212, -4.74187], [7.34586, -3.62803, -1.68105], [-2.88425, -0.81360, -1.32299], [-1.28784, 1.61842, -1.38113], [-1.89757, 1.44300, -0.25023], [6.78261, -4.99735, -2.91492], [1.50219, -3.98662, -5.48238], [-7.70946, 8.62726, 1.83015], [-1.34919, 1.33019, 0.93161], [13.25611, -1.10571, -0.95539], [3.96118, -0.43881, -0.36403], [-0.00556, 1.64722, -1.32609], [3.56974, 3.81836, 3.06406], [-6.06543, 3.91955, 1.76694], [1.64859, 6.99552, 7.06263], [-6.63672, -0.92836, 4.47538], [-11.35446, -0.93143, 3.99768], [0.02951, 1.35999, 1.01789], [0.42132, -4.45424, 0.20556], [-4.82498, -2.53489, 8.67468], [2.66870, 0.17733, -0.94265], [-1.34603, 1.83803, -5.27219], [0.75221, 1.50907, -0.15190], [2.24664, 1.51658, -0.21848], [-4.98093, -0.80229, -0.11577], [-1.17106, -9.87602, -1.97753], [6.88185, 0.99101, -2.97351], [-3.37606, 1.35495, -0.31655], [-3.68964, -0.12489, -0.64711], [8.28541, 1.22194, 0.90253], [0.08002, -1.64709, -10.53355], [-7.65585, -0.93824, 4.10783], [2.72682, 0.31523, -2.02756], [-3.78353, 1.58194, 0.68056], [0.33162, -4.22143, 1.25767], [-4.65073, -1.55378, 0.60500], [3.75160, -1.06471, 0.51124], [9.07293, 1.77627, 1.39526], [4.61450, 0.38122, -0.04131], [7.33175, -5.89597, -2.66883], [14.13428, -1.73235, -0.88306], [0.56224, 1.77271, -2.24537], [2.55408, 2.33388, -0.87804], [7.04811, 0.69734, -1.94598], [1.87032, -0.56966, -0.79806], [-5.02145, -1.75719, 7.94938], [-1.93863, 1.21260, 1.83310], [-3.77614, 1.97426, -1.12115], [4.43915, -1.07436, -1.11622], [2.71555, 1.54137, 0.76394], [1.12122, -4.34441, -6.42960], [4.15642, 2.92262, 3.22248], [-0.55327, 2.37034, -4.76388], [-5.60306, -0.02494, 0.33322], [-5.45161, -1.25564, -0.99130], [0.54732, 1.25463, 1.96372], [-7.90621, 9.36274, 1.06209], [-11.73065, -1.05666, 5.00381], [0.82643, -1.99877, -11.23238], [-3.23298, -1.76760, -1.41999], [-0.32887, -10.52795, -1.79077], [-6.09175, 4.98997, 1.90268], [2.36006, 6.65252, 6.32372]],
  "mulliken_charge": [-0.02, -0.02, -0.04, -0.01, 0.04, -0.03, 0.01, 0.12, -0.03, -0.01, -0.01, -0.02, 0.02, 0.03, -0.01, -0.02, 0.14, -0.03, 0.02, -0.01, 0.01, 0.06, 0.04, 0.18, 0.00, 0.01, -0.04, -0.06, 0.02, 0.02, -0.06, 0.00, -0.02, 0.00, 0.00, 0.00, -0.01, 0.04, 0.05, 0.04, 0.06, 0.02, 0.07, -0.05, 0.00, 0.00, -0.06, 0.00, -0.23, -0.74, 0.87, -0.33, -0.39, -0.34, -0.16, -0.35, -1.21, -0.17, -0.30, -0.04, 0.13, 0.11, -0.33, -1.11, -0.49, 0.11, 0.07, -0.30, 0.43, -0.68, -1.49, -0.35, 0.40, 0.56, 0.54, -0.39, -0.36, -0.19, 0.22, -1.13, 0.38, 0.37, 0.36, 0.43, 0.09, 0.35, 0.35, 0.39, 0.31, -0.49, 0.11, -0.11, 0.59, 0.43, 0.39, 0.43, 0.16, 0.38, 0.30, 0.30, 0.46, 0.72, 0.33, 0.39, 0.36, 0.17, 0.37, 0.02, -0.13]
}